(1)
Entry from the Open Molecules 2025 dataset: one molecule with the formula C19H28N2O3 (wB97M-V/def2-TZVPD).

Calculated values
**Energy above the lowest of the compared OMol25 structures with the same formula, charge and spin**: 111.9 kJ/mol
**Gap between HOMO and LUMO**: 9.01 eV

```
! wB97M-V def2-TZVPD RIJCOSX def2/J DEFGRID3
* xyz 0 1
C -5.40660 -1.03942 -1.74397
H -5.58164 0.04120 -1.73558
O -4.03425 -1.34086 -1.68820
C -3.31765 -0.90614 -0.61476
C -3.84401 -0.22330 0.47547
C -3.01131 0.16686 1.50746
C -1.64842 -0.10441 1.49392
C -1.13520 -0.80263 0.40723
C -1.95420 -1.19398 -0.63051
H -1.55276 -1.72380 -1.47956
H -0.08752 -1.04519 0.34151
C -0.82885 0.38541 2.67914
C 0.61543 -0.16173 2.73258
H 0.66634 -1.14909 2.27295
C 1.60671 0.81059 2.06845
N 1.00279 1.52304 0.96990
C 1.03910 1.18440 -0.36002
O 0.33113 1.74498 -1.17686
N 1.90548 0.18639 -0.71480
H 2.64621 -0.07063 -0.08600
C 2.14759 -0.10469 -2.11353
C 2.26879 -1.61599 -2.32645
C 3.56378 -2.17504 -1.74069
C 4.77403 -1.44987 -2.32139
C 4.67914 0.04949 -2.05501
C 3.39165 0.61753 -2.64692
H 3.41612 0.50660 -3.73251
H 3.30668 1.68203 -2.42006
H 5.53858 0.55986 -2.49484
H 4.71016 0.23284 -0.97763
H 5.69281 -1.84958 -1.88624
H 4.81234 -1.62097 -3.39949
H 3.63083 -3.24271 -1.96082
H 3.55975 -2.06725 -0.65315
H 1.40835 -2.11316 -1.87498
H 2.24757 -1.81445 -3.39947
H 1.26389 0.27287 -2.63882
C -0.05662 2.42454 1.39291
H 0.36336 3.42211 1.57357
H -0.76021 2.49516 0.56036
C -0.75498 1.92122 2.65641
H -1.76258 2.33046 2.70606
H -0.22671 2.23789 3.55707
H 1.92251 1.56394 2.79874
H 2.50380 0.27532 1.75559
H 0.88389 -0.27253 3.78552
O -1.50206 0.04706 3.88981
H -1.70899 -0.89362 3.87300
H -3.43365 0.68823 2.35427
H -4.89454 0.01477 0.53333
H -5.76181 -1.45351 -2.68641
H -5.95534 -1.50315 -0.91715
*
```

=====

(2)
Entry from the Open Molecules 2025 dataset: C43H41ClN6O5TeTi as an isolated structure (wB97M-V/def2-TZVPD).

Calculated values
**Gap between HOMO and LUMO**: 8.03 eV

```
! wB97M-V def2-TZVPD RIJCOSX def2/J DEFGRID3
* xyz 0 1
Ti -0.66630 -0.25988 0.02030
C 4.48923 3.73181 -2.07974
C 3.44679 3.07062 -1.21978
C 2.31599 3.74775 -0.79161
C 1.34069 3.11919 -0.03509
C 1.44974 1.77628 0.32230
N 0.42766 1.05527 0.93759
C -0.38866 1.76226 1.85023
C 0.12172 1.99563 3.13068
C -0.60604 2.65190 4.09859
C -1.90231 3.08884 3.83041
C -2.74488 3.73399 4.89489
C -2.40532 2.90356 2.55483
C -1.65735 2.28264 1.55536
N -2.17591 2.26193 0.23267
C -3.22840 2.94398 -0.27193
C -3.27692 2.71411 -1.62445
C -2.19909 1.86508 -1.88099
N -1.53182 1.61064 -0.76684
C 2.63717 1.11661 -0.02892
C 3.60037 1.75336 -0.80291
N 2.91121 -0.19139 0.46158
C 3.41323 -1.24384 -0.23248
C 3.70266 -2.22528 0.68131
C 3.34074 -1.66546 1.91952
N 2.86228 -0.44012 1.78583
H 4.37614 4.81526 -2.07089
H 4.40788 3.39557 -3.11580
H 5.49604 3.49265 -1.73550
H 2.18288 4.78926 -1.06151
H 0.45722 3.67624 0.25396
H 1.12134 1.62866 3.33008
H -0.17702 2.81093 5.08052
H -2.12342 4.16476 5.67862
H -3.40466 2.99855 5.35986
H -3.37099 4.52430 4.48089
H -3.40187 3.26361 2.33775
H -3.86165 3.55364 0.34551
H -3.99336 3.10355 -2.32470
H -1.88086 1.41307 -2.80514
H 4.50846 1.21555 -1.03476
H 3.48726 -1.21855 -1.30592
H 4.08554 -3.21035 0.48109
H 3.40531 -2.10066 2.90429
C 1.34002 -4.18350 7.55657
C 1.16277 -3.76033 6.12535
C 1.80985 -4.42002 5.09140
C 1.62736 -4.07265 3.75484
C 2.44557 -4.85215 2.75227
C 0.75547 -3.01312 3.44054
Te 0.29257 -2.70468 1.36562
N 0.21289 -0.86242 -1.31152
C 0.56678 -1.83444 -2.18681
O 0.52700 -3.02770 -1.91868
C 1.05591 -1.33664 -3.51570
C 1.29435 0.01799 -3.73258
C 1.75924 0.44980 -4.96578
C 1.97977 -0.46646 -5.98469
C 1.74311 -1.81798 -5.76966
C 1.28649 -2.25357 -4.53627
C -1.08170 -4.32255 1.33891
C -0.68199 -5.39570 0.54611
C -1.45657 -6.54058 0.46396
C -2.64110 -6.61166 1.18205
C -3.04395 -5.53426 1.95326
C -2.28351 -4.36961 2.03998
C -2.80385 -3.22583 2.86934
C 0.12397 -2.31664 4.47291
C -0.75173 -1.11556 4.24687
C 0.33299 -2.70165 5.79288
H 2.19461 -4.84978 7.66778
H 0.45352 -4.71245 7.91242
H 1.49054 -3.32102 8.20680
H 2.47976 -5.24038 5.32642
H 2.57205 -5.87946 3.09362
H 3.44258 -4.41321 2.66430
H 2.01211 -4.87472 1.76028
H 1.12445 0.72036 -2.92546
H 1.95096 1.50234 -5.13291
H 2.33768 -0.12740 -6.94868
H 1.91621 -2.53032 -6.56609
H 1.09799 -3.30116 -4.34168
H 0.22585 -5.31788 -0.03894
H -1.13941 -7.36428 -0.16219
H -3.25892 -7.49937 1.13121
H -3.98167 -5.58157 2.49514
H -2.81206 -3.48696 3.93002
H -3.82598 -2.98286 2.57455
H -2.19981 -2.32477 2.73875
H -0.89416 -0.89610 3.19004
H -0.28840 -0.24070 4.70592
H -1.73207 -1.25039 4.70902
H -0.17146 -2.15001 6.58034
O -3.09313 -0.84625 -1.88148
Cl -3.26046 -1.56116 -0.66276
O -4.62657 -1.70919 -0.32918
O -2.55335 -2.78584 -0.67457
O -2.63273 -0.71451 0.43156
*
```

=====

(3)
Entry from the Open Molecules 2025 dataset: a 2-piece molecular cluster, CHCl2OPS overall (wB97M-V/def2-TZVPD).

Calculated values
**Energy above the lowest of the compared OMol25 structures with the same formula, charge and spin**: 132.6 kJ/mol
**Gap between HOMO and LUMO**: 8.09 eV

```
! wB97M-V def2-TZVPD RIJCOSX def2/J DEFGRID3
* xyz 0 1
C 0.85184 -0.60817 0.19792
O -0.47548 0.90607 -1.66442
P -0.57315 0.38178 -0.30825
S 0.98980 -2.13393 0.56494
Cl -2.20513 -0.71566 -0.01557
Cl -0.62265 1.83041 1.05819
H 2.03477 0.33950 0.16719
*
```

=====

(4)
Entry from the Open Molecules 2025 dataset: C6H24AgO9 as an isolated structure (wB97M-V/def2-TZVPD).

Calculated values
**Gap between HOMO and LUMO**: 9.62 eV

```
! wB97M-V def2-TZVPD RIJCOSX def2/J DEFGRID3
* xyz 1 1
Ag -0.04062 -1.03608 -0.27563
O -1.96362 -2.58507 0.74237
H -2.24562 -2.80608 1.64337
H -2.38962 -3.26008 0.22337
O 0.59938 -2.64108 1.33638
H -0.29862 -2.98307 1.51037
H 1.21238 -3.32108 1.63238
O 1.99338 -1.86407 -1.35562
H 2.89938 -1.65707 -1.07362
H 1.90538 -2.80108 -1.37962
C -2.73462 1.11192 1.32037
C -2.37262 1.18293 -0.13263
O -2.18662 -0.17008 -0.39463
O -2.82562 2.46292 1.71037
H -1.98062 0.78592 1.90737
H -3.60462 0.53193 1.60537
H -1.48662 1.78692 -0.38363
H -3.18362 1.54293 -0.85663
H -2.99862 -0.64307 -0.15663
H -1.90862 2.73193 1.68537
C 1.11038 0.60592 2.46337
C 2.22838 -0.43907 2.59137
O 2.97538 0.01292 3.68138
O 0.61138 0.78493 1.16437
H 1.46338 1.58792 2.82938
H 0.36438 0.40192 3.08838
H 2.95738 -0.47707 1.82238
H 2.09238 -1.46007 2.85537
H 2.56138 -0.40908 4.44638
H 0.78438 1.70893 0.97737
C 0.11238 1.37392 -2.93662
C 0.93838 0.87292 -4.04063
O 0.52038 1.57892 -5.12963
O 0.58038 0.77692 -1.79562
H -0.96462 1.13692 -3.09163
H 0.15438 2.47792 -2.90063
H 0.69038 -0.19008 -4.01862
H 2.06338 0.86192 -3.93662
H 1.00638 1.17192 -5.79562
H 1.36038 1.25192 -1.58263
*
```

=====

In order of appearance, energy = -1076.0621 -3945.4082 -1773.8710 -1066.7686 Eh.
In order of appearance, max |F| = 0.0102 0.0206 0.0863 0.0864 Eh/bohr.
In order of appearance, HOMO energy = -8.31 -7.95 -9.64 -12.75 eV.